This record from OMol25 describes the ion C4H11N5 with charge +2 at a distorted geometry. The level of theory is the ωB97M-V functional and the def2-TZVPD basis.

```
! RIJCOSX wB97M-V def2-TZVPD def2/J DEFGRID3
* xyz 2 1
C 1.32357 -0.05240 -0.83015
C 0.10402 -0.40668 -0.06121
C -0.35818 -1.48219 0.55925
N -0.00784 -2.75426 1.09110
N -2.05333 -1.20256 0.61880
N -2.23656 -0.11437 0.21594
C -1.09376 0.55664 -0.28700
N -1.27466 0.94155 -1.56434
N -0.92065 2.09144 0.57496
H 1.29918 -0.54398 -1.85332
H 2.39554 -0.41919 -0.49452
H 1.39572 0.99318 -0.84802
H -0.89491 -3.20807 1.40714
H 0.36502 -2.76552 2.10898
H 0.65958 -3.20590 0.40655
H -1.99864 1.68448 -1.77213
H -0.47756 0.89297 -2.23953
H -0.55451 2.04178 1.52396
H -1.78897 2.47154 0.76435
H -0.48026 2.85569 -0.03011
*
```

Frontier orbital gap   9.288 eV
HOMO level   -0.6566 hartree
SMILES string   CC1=C([NH3+])N=N[C@@]1(N)[NH3+]

This record from OMol25 describes a cluster of 2 separate species, C4H11NO in total at a distorted geometry. The level of theory is the ωB97M-V functional and the def2-TZVPD basis.

```
! RIJCOSX wB97M-V def2-TZVPD def2/J DEFGRID3
* xyz -1 2
C -0.31040 1.30391 0.80393
C 0.21572 -0.10914 0.50809
C 1.73668 -0.16480 0.50637
C 2.32313 -1.24926 0.04646
N -1.72479 1.53559 0.45276
H 0.19648 2.03055 0.16054
H -0.01422 1.52371 1.83550
H -0.18563 -0.42512 -0.46142
H -0.17131 -0.78264 1.27312
H 2.24714 0.71833 0.87955
H 1.80092 -2.06604 -0.44989
H 3.38823 -1.45063 -0.00558
H -1.94071 0.92854 -0.33566
H -2.35726 1.41545 1.22550
H -1.56738 -1.83065 -1.90503
H -2.12200 -0.52428 -2.62364
O -1.51458 -0.85353 -1.91060
*
```

Frontier orbital gap (alpha / beta)   2.882 / 9.393 eV
HOMO level (alpha / beta)   0.0345 / -0.2077 hartree

This record from OMol25 describes a cluster of 2 separate species, C4H11NO in total at a distorted geometry. The level of theory is the ωB97M-V functional and the def2-TZVPD basis.

```
! RIJCOSX wB97M-V def2-TZVPD def2/J DEFGRID3
* xyz -1 2
N -1.21670 -0.67761 1.05271
C -1.13552 -1.61640 -0.13472
C -0.12771 -1.13491 -1.10073
C 0.60719 -0.07483 -0.35097
C -0.32642 0.42946 0.73449
H -1.19192 -1.13089 1.95977
H -1.08692 -2.67199 0.13664
H -2.24090 -1.51705 -0.49510
H 0.51390 -1.87425 -1.56445
H -0.63533 -0.67651 -2.02038
H 1.52393 -0.21346 0.06605
H 0.86786 0.73600 -1.04115
H 0.24742 0.77613 1.53823
H -1.00450 1.30003 0.56099
H 1.52534 3.03364 -0.61836
H 2.16762 2.73110 0.95959
O 1.51266 2.58154 0.31739
*
```

Frontier orbital gap (alpha / beta)   2.783 / 8.691 eV
HOMO level (alpha / beta)   0.0377 / -0.1824 hartree

This record from OMol25 describes a cluster of 2 separate species, C4H11NO in total. The level of theory is the ωB97M-V functional and the def2-TZVPD basis.

```
! RIJCOSX wB97M-V def2-TZVPD def2/J DEFGRID3
* xyz 0 1
C -1.51234 -1.41356 -0.36825
C -0.62688 -0.21116 -0.58411
C 0.69102 -0.39392 -1.29343
C -1.11702 1.02266 -0.41104
N -2.41274 1.33145 0.01791
H -1.71814 -1.58664 0.69224
H -2.45371 -1.26065 -0.90387
H -1.05768 -2.29701 -0.83253
H 0.56321 -0.57584 -2.36532
H 1.31808 0.48762 -1.14502
H 1.26676 -1.24545 -0.94408
H -0.49332 1.88765 -0.61293
H -2.52642 2.16550 0.57572
H -2.90006 0.57516 0.47602
O 4.40101 0.36403 2.24803
H 4.88850 0.16612 3.04707
H 3.68971 0.98404 2.40358
*
```

Frontier orbital gap   8.599 eV
HOMO level   -0.2843 hartree
SMILES string   CC(C)=CN.O

This record from OMol25 describes a cluster of 2 separate species, C4H11NO in total at a distorted geometry. The level of theory is the ωB97M-V functional and the def2-TZVPD basis.

```
! RIJCOSX wB97M-V def2-TZVPD def2/J DEFGRID3
* xyz 0 1
C -1.40319 -1.77714 -1.78784
C -0.27263 -1.52907 -2.43449
O 1.02886 -1.86335 -2.05461
H -2.38151 -1.43674 -2.10346
H -1.36041 -2.52553 -0.95289
H -0.10336 -0.93852 -3.34748
H 0.85313 -2.74646 -1.69397
C -0.45188 1.98089 2.94819
C 0.12049 2.04408 1.52516
N 0.93419 0.87117 1.29471
H -0.86603 0.99603 3.14613
H 0.19676 2.45448 3.68845
H -1.39254 2.57955 2.94504
H -0.74074 2.16500 0.84630
H 0.64398 3.01439 1.45756
H 0.53324 -0.02329 1.07698
H 1.81025 1.02838 0.82211
*
```

Frontier orbital gap   9.543 eV
HOMO level   -0.3176 hartree
SMILES string   C=CO.CCN

This record from OMol25 describes an isolated molecule of C4H11NO at a distorted geometry. The level of theory is the ωB97M-V functional and the def2-TZVPD basis.

```
! RIJCOSX wB97M-V def2-TZVPD def2/J DEFGRID3
* xyz 0 1
C 1.95463 -0.76837 0.02351
C 0.50992 -0.85039 0.59844
C -0.38608 -1.86550 -0.04850
N -0.11275 0.50178 0.64420
C -0.45093 1.09961 -0.62637
O -1.57146 1.98167 -0.45775
H 2.66872 -0.53348 0.81870
H 2.18011 -1.75849 -0.37443
H 2.08898 0.04321 -0.68230
H 0.61452 -1.08097 1.66703
H -1.40548 -1.70876 0.31753
H -0.24760 -1.83923 -1.13285
H -0.29638 -2.92649 0.20685
H 0.43511 1.07276 1.26179
H 0.35903 1.71139 -1.01405
H -0.80802 0.31997 -1.30389
H -2.19929 1.46525 0.04884
*
```

Frontier orbital gap   10.020 eV
HOMO level   -0.3306 hartree
SMILES string   CC(C)NCO

This record from OMol25 describes a cluster of 2 separate species, C4H11NO in total at a distorted geometry. The level of theory is the ωB97M-V functional and the def2-TZVPD basis.

```
! RIJCOSX wB97M-V def2-TZVPD def2/J DEFGRID3
* xyz 0 1
C -2.49088 -0.83790 0.45274
C -1.35723 -0.58543 1.10376
N -0.50594 0.47661 0.80102
C 0.91133 0.29346 1.09346
C 1.74297 -0.12627 -0.12362
H -3.16552 -1.59762 0.82767
H -2.69919 -0.54777 -0.57484
H -1.10711 -1.11994 2.01365
H -0.67894 0.86838 -0.11204
H 1.29220 1.25092 1.44895
H 1.13363 -0.36211 1.93353
H 2.67571 -0.61043 0.18207
H 1.20274 -0.98694 -0.55617
H 1.97481 0.59906 -0.89926
O 0.11612 1.22476 -2.81843
H 0.85718 1.69386 -2.40479
H 0.09812 0.36736 -2.36771
*
```

Frontier orbital gap   8.980 eV
HOMO level   -0.2997 hartree
SMILES string   C=CNCC.O

This record from OMol25 describes a cluster of 2 separate species, C4H11NO in total at a distorted geometry. The level of theory is the ωB97M-V functional and the def2-TZVPD basis.

```
! RIJCOSX wB97M-V def2-TZVPD def2/J DEFGRID3
* xyz 0 1
C 1.44728 0.37691 -0.91769
C -0.07981 0.52207 -0.66405
C -0.38931 -0.57623 0.32352
N 0.80187 -0.89708 1.13349
C 1.86958 -0.70394 0.15190
H 1.89919 1.34098 -0.60947
H 1.78812 0.06407 -1.89838
H -0.31717 1.45655 -0.10093
H -0.77075 0.51467 -1.51413
H -1.21703 -0.33183 1.11212
H -0.69249 -1.59245 0.01924
H 0.85455 -0.09036 1.83361
H 2.81048 -0.33275 0.52556
H 2.08817 -1.60645 -0.44960
O -3.17968 0.47479 0.70883
H -3.38365 1.38607 0.41577
H -3.52936 -0.00501 -0.06982
*
```

Frontier orbital gap   9.728 eV
HOMO level   -0.3314 hartree
SMILES string   C1CCNC1.O

This record from OMol25 describes a cluster of 3 separate species, C4H11NO in total at a distorted geometry. The level of theory is the ωB97M-V functional and the def2-TZVPD basis.

```
! RIJCOSX wB97M-V def2-TZVPD def2/J DEFGRID3
* xyz 0 1
C -0.29157 -0.51281 -1.58066
C 0.09683 -0.79216 -0.14331
C -0.62563 -0.28296 0.88862
N -1.90746 0.43620 0.67779
C 1.41540 -1.47987 0.00880
H 0.20257 0.42742 -1.90356
H -1.37023 -0.40578 -1.66016
H 0.08063 -1.31509 -2.28442
H -0.21271 0.80821 2.45943
H -1.75536 1.42993 0.65460
H -2.47488 0.17759 -0.10011
H 1.32130 -2.52594 -0.24955
H 1.77754 -1.39175 1.03006
H 2.16040 -1.05737 -0.76320
H 0.91498 2.74506 1.39096
H 0.20928 1.37082 0.93752
O 0.45892 2.36850 0.63719
*
```

Frontier orbital gap   7.758 eV
HOMO level   -0.3156 hartree

This record from OMol25 describes a cluster of 2 separate species, C4H11NO in total at a distorted geometry. The level of theory is the ωB97M-V functional and the def2-TZVPD basis.

```
! RIJCOSX wB97M-V def2-TZVPD def2/J DEFGRID3
* xyz 0 1
C 0.39166 0.50397 -1.58068
C -0.45570 -0.22533 -0.66488
C 0.21078 -0.04935 0.81184
N 1.23785 1.00253 0.64518
C 1.57777 0.90882 -0.78073
H -0.05146 1.34477 -2.05543
H 0.65896 -0.09438 -2.39266
H -1.56012 0.16818 -0.64848
H -0.67490 -1.33952 -0.88042
H -0.55189 0.32669 1.49878
H 0.69254 -0.93741 1.32274
H 0.88846 1.91903 0.94411
H 1.86079 1.95938 -1.11937
H 2.62027 0.39789 -0.81174
O -2.25273 -1.67667 1.27475
H -1.83800 -2.57556 0.96257
H -3.03470 -1.60214 1.75223
*
```

Frontier orbital gap   9.255 eV
HOMO level   -0.3135 hartree
SMILES string   C1CCNC1.O

This record from OMol25 describes a cluster of 2 separate species, C4H11NO in total. The level of theory is the ωB97M-V functional and the def2-TZVPD basis.

```
! RIJCOSX wB97M-V def2-TZVPD def2/J DEFGRID3
* xyz 0 1
C -0.04216 -2.58669 0.12573
C 0.74063 -2.38947 1.16655
N 1.88705 -1.55684 1.14989
H -0.86781 -3.27633 0.21474
H 0.17198 -2.21091 -0.86322
H 0.47994 -2.83119 2.12634
H 2.75106 -2.01429 0.88530
H 2.05951 -1.12572 2.04677
C -0.66820 2.26479 -1.61892
C -1.29399 1.64716 -0.36139
O -0.63164 2.06012 0.84297
H -0.30662 1.47139 -2.26502
H -1.25751 2.99977 -2.16192
H 0.23870 2.79911 -1.32075
H -1.23938 0.55777 -0.41558
H -2.31674 1.93804 -0.19762
H 0.29517 2.25327 0.64614
*
```

Frontier orbital gap   10.089 eV
HOMO level   -0.3324 hartree
SMILES string   C=CN.CCO

This record from OMol25 describes a cluster of 2 separate species, C4H11NO in total at a distorted geometry. The level of theory is the ωB97M-V functional and the def2-TZVPD basis.

```
! RIJCOSX wB97M-V def2-TZVPD def2/J DEFGRID3
* xyz 0 1
C 0.18002 -0.66876 -2.71139
C -0.64068 -0.07592 -1.61308
N -1.77355 0.60537 -1.98042
O -0.43069 -0.32547 -0.44480
H -0.28949 -1.62622 -2.93518
H 1.15264 -0.99977 -2.36666
H 0.25291 -0.13987 -3.65360
H -2.19431 1.08330 -1.19998
H -1.89596 0.96711 -2.91005
C 0.93004 0.86395 2.32174
C 0.50447 -0.56680 2.60208
H 0.30032 1.56138 2.88197
H 1.96026 1.10672 2.57535
H 0.87338 1.10810 1.26972
H 1.14444 -0.97618 3.37338
H 0.44187 -1.28126 1.80038
H -0.51566 -0.63567 2.99053
*
```

Frontier orbital gap   10.819 eV
HOMO level   -0.3671 hartree
SMILES string   CC(N)=O.CC

Record order is preserved below.
ΔE to the lowest compared entry with this formula, charge and spin: 338.8 65.3 129.4 109.7 227.5 122.5 161.3 156.7 565.1 226.4 192.4 32.3 kJ/mol